No. 1
Entry from the OMol25 dataset: an isolated molecule of C4H5NS (ωB97M-V/def2-TZVPD).

Computed properties:
HOMO in eV: -7.7
Electronic energy in a.u.: -608.23702
HOMO-LUMO gap in hartree: 0.3216

Geometry (Å):
C  -0.640  -1.406  0.621
C  1.125  0.058  0.400
C  -1.207  0.380  -0.535
C  0.143  0.901  -0.428
N  0.536  -1.162  0.843
S  -0.352  0.237  -2.063
H  -1.266  -2.234  0.844
H  2.033  -0.184  -0.162
H  1.433  0.626  1.287
H  -2.169  0.823  -0.393
H  0.364  1.962  -0.414

Mulliken atomic charge list, values in e, 4 entries: C -0.02; C -0.50; C -0.58; C -0.11



No. 2
Entry from the OMol25 dataset: a cluster of 2 separate species, C4H5NS in total (ωB97M-V/def2-TZVPD).

Computed properties:
SMILES string: C=C=CC#N.S
HOMO in eV: -9.7
Electronic energy in a.u.: -608.24886
HOMO-LUMO gap in hartree: 0.3839

Geometry (Å):
C  2.047  -0.815  -0.445
C  1.403  -0.058  0.337
C  0.848  0.733  1.169
C  0.173  1.740  0.382
N  -0.338  2.414  -0.418
H  1.535  -1.577  -1.056
H  2.906  -0.440  -0.998
H  0.830  0.845  2.236
S  -2.739  -0.961  0.030
H  -3.200  -1.977  -0.856
H  -3.465  0.095  -0.383

Mulliken atomic charge list, values in e, 4 entries: C -0.60; C 0.35; C -0.55; C 0.39



No. 3
Entry from the OMol25 dataset: an isolated molecule of C4H5NS3 (ωB97M-V/def2-TZVPD).

Computed properties:
SMILES string: S/N=C/C1SC=CS1
HOMO in eV: -8.0
Electronic energy in a.u.: -1404.66193
HOMO-LUMO gap in hartree: 0.3171

Geometry (Å):
S  3.428  -0.137  0.173
N  1.686  0.174  -0.025
C  0.971  -0.640  -0.719
C  -0.472  -0.318  -1.126
S  -1.558  -1.436  -0.199
C  -1.848  -0.294  1.124
C  -1.658  1.021  0.811
S  -0.941  1.385  -0.760
H  3.813  1.149  0.533
H  1.286  -1.684  -1.096
H  -0.584  -0.578  -2.162
H  -2.121  -0.584  2.066
H  -2.003  1.941  1.380

Mulliken atomic charge list, values in e, 4 entries: S -0.18; N -0.33; C 0.00; C -0.26



No. 4
Entry from the OMol25 dataset: a structure of composition C4H5NaO6 (ωB97M-V/def2-TZVPD).

Computed properties:
HOMO in eV: -8.9
Electronic energy in a.u.: -769.16203
HOMO-LUMO gap in hartree: 0.2673

Geometry (Å):
C  -0.618  0.476  0.892
C  -1.080  -0.256  -0.353
O  -0.064  -0.064  -1.341
O  0.665  -0.002  1.265
H  -1.312  0.269  1.716
H  -0.532  1.543  0.628
H  -2.065  0.110  -0.674
H  -1.156  -1.332  -0.146
H  1.039  -0.334  0.311
C  -0.429  -0.223  -2.809
O  0.505  0.032  -3.584
O  -1.212  -1.168  -3.013
Na  0.685  -2.724  -4.054
O  1.244  2.184  3.662
O  2.555  0.348  3.942
C  1.774  1.140  3.559

Mulliken atomic charge list, values in e, 4 entries: C -0.24; C -0.50; O -0.35; O -0.51



No. 5
Entry from the OMol25 dataset: a structure of composition C4H5NdO5 (ωB97M-V/def2-TZVPD).

Computed properties:
2S+1: 5
HOMO (spin up / spin down) in eV: -12.0 / -13.6
Electronic energy in a.u.: -1092.82180
Expectation value of S²: 6.003
Charge: +1
HOMO-LUMO gap (spin up / spin down) in hartree: 0.2747 / 0.3313

Geometry (Å):
O  1.179  0.981  0.013
Nd  -0.355  3.064  -0.258
O  0.311  2.030  1.704
C  1.001  1.018  1.416
O  1.386  0.061  2.065
O  -1.756  0.973  -0.197
C  -1.860  -0.237  -0.175
C  -0.818  -1.215  -0.631
O  0.260  -0.667  -1.326
C  1.391  -0.315  -0.602
H  -2.778  -0.703  0.232
H  -1.330  -1.937  -1.288
H  -0.507  -1.790  0.264
H  2.194  -0.169  -1.331
H  1.683  -1.094  0.115

Mulliken atomic charge list, values in e, 4 entries: O -0.43; Nd 1.63; O -0.71; C 0.82



No. 6
Entry from the OMol25 dataset: a cluster of 2 separate species, C4H5O2 in total (ωB97M-V/def2-TZVPD).

Computed properties:
2S+1: 3
HOMO (spin up / spin down) in eV: -12.1 / -16.8
Electronic energy in a.u.: -305.38250
Expectation value of S²: 2.006
Charge: +1
HOMO-LUMO gap (spin up / spin down) in hartree: 0.2213 / 0.2939

Geometry (Å):
C  2.303  -0.121  -0.755
C  -2.222  0.154  1.279
C  1.029  -0.481  -0.517
C  -0.083  0.345  -0.564
O  -0.611  1.239  -1.049
O  -1.238  -0.465  0.825
H  2.932  -0.926  -0.774
H  2.431  0.884  -1.024
H  -2.732  -0.291  2.097
H  -2.545  1.089  0.668
H  0.736  -1.426  -0.184

Mulliken atomic charge list, values in e, 4 entries: C -0.55; C -0.34; C -0.32; C 0.86



No. 7
Entry from the OMol25 dataset: a structure of composition C4H5O2P (ωB97M-V/def2-TZVPD).

Computed properties:
HOMO (spin up / spin down) in eV: -7.5 / -7.0
Electronic energy in a.u.: -646.97435
HOMO-LUMO gap (spin up / spin down) in hartree: 0.2661 / 0.2378

Geometry (Å):
C  -1.468  -0.514  0.062
C  -0.307  -1.182  -0.149
C  -1.316  0.832  -0.472
C  1.975  0.303  0.463
O  -1.952  1.938  0.255
O  3.140  0.807  0.064
P  0.592  0.321  -0.680
H  -2.381  -0.778  0.546
H  0.171  -2.064  0.177
H  -2.241  1.815  1.106
H  3.710  0.624  0.814
H  0.849  0.459  -2.074

Mulliken atomic charge list, values in e, 4 entries: C -0.47; C -0.34; C 0.06; C -0.38



No. 8
Entry from the OMol25 dataset: a structure of composition C4H5O2P (ωB97M-V/def2-TZVPD).

Computed properties:
HOMO in eV: -9.1
Electronic energy in a.u.: -647.14986
HOMO-LUMO gap in hartree: 0.3439

Geometry (Å):
C  2.071  -0.270  -0.611
C  0.685  -0.117  -0.257
C  1.840  0.532  -1.822
C  0.305  0.703  -1.440
O  2.429  0.954  -2.775
O  0.004  -0.694  0.668
P  -1.588  -0.277  1.142
H  2.984  -0.839  -0.345
H  -0.276  0.176  -2.260
H  0.104  1.732  -1.044
H  -1.500  -1.112  2.095
H  -2.151  -1.321  0.485

Mulliken atomic charge list, values in e, 4 entries: C -0.94; C 0.74; C 0.45; C -0.33



No. 9
Entry from the OMol25 dataset: a structure of composition C4H5O2P (ωB97M-V/def2-TZVPD).

Computed properties:
HOMO (spin up / spin down) in eV: -7.4 / -8.0
Electronic energy in a.u.: -647.07987
HOMO-LUMO gap (spin up / spin down) in hartree: 0.2430 / 0.3197

Geometry (Å):
C  -1.047  -0.092  -0.269
C  -0.198  -1.076  0.536
C  -0.085  1.105  -0.583
C  1.325  0.944  -0.164
O  0.575  1.819  0.491
O  2.126  -0.046  0.182
P  1.424  -1.485  -0.235
H  -1.376  -0.719  -1.083
H  -1.789  0.461  0.290
H  -0.043  -0.614  1.490
H  -0.649  -2.098  0.750
H  -0.262  1.801  -1.404

Mulliken atomic charge list, values in e, 4 entries: C -0.47; C -0.89; C -0.01; C 0.07



No. 10
Entry from the OMol25 dataset: the ion C4H5O2S with charge -1 (ωB97M-V/def2-TZVPD).

Computed properties:
HOMO (spin up / spin down) in eV: -3.5 / -3.7
Electronic energy in a.u.: -704.03174
Charge: -1
HOMO-LUMO gap (spin up / spin down) in hartree: 0.2562 / 0.2622

Geometry (Å):
C  -2.876  0.064  0.430
C  -1.491  -0.142  -0.207
C  0.935  0.309  -0.389
C  2.397  0.151  0.067
O  -3.808  -0.350  -0.253
O  -2.918  0.641  1.524
S  -0.283  0.423  0.721
H  -1.495  -1.021  -0.927
H  0.880  -0.288  -1.346
H  3.108  0.232  -0.761
H  2.670  -0.905  0.415
H  2.881  0.886  0.726

Mulliken atomic charge list, values in e, 4 entries: C 0.46; C -0.18; C -0.18; C -0.97